30
Properties=species:S:1:pos:R:3:forces:R:3 method="wB97M-V/def2-TZVPD" e_above_lowest_kj_mol=125.3 homo_ev=-9.63 smiles="C=CCCCC.O.O.O.O" lumo_ev=0.435
O 1.5425 3.1545 2.3936 -0.0522 0.1175 0.0327
O 3.1607 0.7979 2.4373 0.0303 -0.0361 -0.0642
O 0.9149 -0.7343 -3.0027 -1.1562 -0.4292 -0.4747
O 2.0064 2.7786 -2.1967 -0.0178 -0.3870 0.1884
C -2.1580 -0.8521 0.7232 0.6912 0.8803 0.2904
C -0.9439 -1.4520 1.4914 -0.0610 -0.2368 0.7263
C 0.3852 -1.1304 0.8908 0.5194 -0.3769 -0.5128
C 1.0913 -1.8488 0.0113 -0.4167 0.3685 0.3645
C -2.4618 0.5122 -1.3642 -0.5065 -0.3586 -0.0416
C -2.0856 -0.8612 -0.8221 -0.7001 -0.3426 0.9588
H 2.4216 2.9959 2.0350 0.0195 0.0029 -0.0271
H 2.9370 1.1556 3.3040 -0.0322 -0.1002 -0.0155
H 1.8573 1.9921 -2.7340 -0.0084 0.0580 -0.1785
H -2.5615 0.5713 -2.4496 0.2164 -0.0903 -0.0237
H -3.4361 0.7972 -0.9605 -0.0014 0.0484 -0.0059
H 2.1921 2.3945 -1.3305 0.0155 0.2428 -0.0214
H -1.1136 -2.5203 1.6491 0.3252 -0.0868 -0.2411
H -3.0846 -1.2693 1.1171 0.0433 -0.2925 -0.1409
H -1.0903 -1.1677 -1.0891 0.4240 0.0206 -0.3823
H 0.8564 -0.1813 1.1472 -0.6787 0.4240 -0.3154
H -2.7605 -1.6491 -1.1573 -0.0693 0.0870 -0.3609
H 0.6876 -1.5597 -3.4588 0.8575 -0.1265 -0.0005
H 2.7473 -0.0706 2.3896 0.0712 -0.0356 0.0673
H -2.1969 0.1885 1.0591 -0.0348 0.1491 -0.2039
H -1.7524 1.2469 -1.0133 0.2914 0.3168 -0.0447
H -0.9263 -0.9992 2.4877 -0.3566 -0.1682 0.0869
H -0.0042 -0.4291 -2.9404 0.3011 0.6726 0.4206
H 1.7732 -1.3023 -0.6265 0.6946 -0.4324 0.3322
H 1.0685 2.3514 2.1597 -0.0434 0.0011 -0.0153
H 0.9336 -2.9092 -0.1504 -0.3656 0.1103 -0.3978